a.
# C26H41BrN6P2V

C26H41BrN6P2V as an isolated structure (ωB97M-V with the def2-TZVPD basis set, the Open Molecules 2025 dataset).

Last column: Mulliken charge in e.
Positions of all 77 atoms, in Å:
1 C -2.75935 -6.42484 5.89405  -0.5067
2 C -1.44647 -6.17404 5.43662  0.5517
3 C -0.46046 -7.15071 5.72138  -0.3533
4 C -0.83454 -8.34227 6.36459  -0.3669
5 N -2.08931 -8.56566 6.76182  -0.5357
6 C -3.02897 -7.64998 6.52884  -0.2936
7 C -1.06034 -4.99706 4.66592  0.2734
8 C -0.54438 -4.06239 4.07592  -1.2549
9 C 0.25578 -3.09918 3.42861  0.8116
10 C 0.73573 -3.42698 2.16765  0.0674
11 C 1.27904 -2.44799 1.31738  0.0183
12 C 1.31457 -0.98808 1.85539  0.7098
13 C 0.94125 -0.79802 3.21213  -0.9596
14 C 0.47785 -1.84615 4.00398  -0.5655
15 V -0.48422 -1.61565 0.56109  -0.1733
16 P 0.24517 -1.91026 -1.98076  1.1869
17 H 0.58607 -6.99568 5.44694  0.3968
18 H -3.58377 -5.71946 5.77325  0.3907
19 H -0.09086 -9.12555 6.53971  0.3678
20 H -4.03810 -7.92043 6.85124  0.3732
21 H 0.29892 -1.69530 5.06873  0.5415
22 H 0.67400 -4.47846 1.90531  0.6208
23 H 1.10069 0.19215 3.64512  0.5638
24 H 1.87400 -2.79269 0.46011  -0.6133
25 C 0.93324 -0.42031 -2.80128  -0.4895
26 C 1.87607 -0.65347 -3.98225  -1.1304
27 H 1.44819 0.15428 -2.02027  0.0450
28 H 0.07846 0.19586 -3.11855  0.5749
29 H 2.17384 0.31508 -4.41829  0.4455
30 H 2.78183 -1.18414 -3.64632  0.1005
31 H 1.40562 -1.24214 -4.78698  0.2456
32 C 1.26256 -3.35224 -2.61748  -0.5158
33 C 0.86404 -4.67382 -1.97833  -1.4871
34 H 2.33819 -3.17496 -2.42260  -0.0098
35 H 1.16332 -3.47561 -3.71455  0.7305
36 H 1.34982 -5.52352 -2.47344  0.4276
37 H 1.15128 -4.75139 -0.92949  0.2077
38 H -0.20767 -4.87633 -2.02026  0.3253
39 C -1.33491 -2.10170 -2.87632  -0.3382
40 C -1.14026 -2.60417 -4.30472  -1.3559
41 H -1.82222 -1.11475 -2.87159  0.4830
42 H -1.96457 -2.78911 -2.29286  0.3875
43 H -2.08832 -2.95603 -4.73110  0.4263
44 H -0.74543 -1.81412 -4.95623  0.2777
45 H -0.44496 -3.44845 -4.35966  0.3214
46 Br 1.63763 0.46303 0.63787  0.1620
47 P 4.86681 -1.47314 1.01783  -0.2301
48 C 3.92366 -1.79030 -0.55902  1.2945
49 C 4.89651 -1.84437 -1.71915  -1.6364
50 H 3.20293 -0.95884 -0.65572  -0.7390
51 H 3.36362 -2.73125 -0.45257  0.1878
52 H 4.43647 -2.27045 -2.60976  0.3627
53 H 5.26019 -0.85179 -1.99413  0.4026
54 H 5.75521 -2.46994 -1.45832  0.4587
55 C 4.64076 0.29974 1.36576  0.0879
56 C 5.75131 0.88421 2.22225  -1.4274
57 H 3.68879 0.38351 1.89387  -0.0771
58 H 4.51930 0.85349 0.42714  0.4618
59 H 5.59764 1.95854 2.33248  0.3977
60 H 5.74543 0.44976 3.22583  0.3104
61 H 6.72767 0.72880 1.75906  0.3911
62 C 4.00808 -2.40064 2.34618  1.6013
63 C 4.67395 -3.66283 2.87126  -1.4768
64 H 3.08468 -2.74613 1.87730  -1.2888
65 H 3.73303 -1.70552 3.15313  0.4354
66 H 4.04041 -4.11223 3.64107  0.3860
67 H 4.77897 -4.40966 2.07861  0.3471
68 H 5.64834 -3.47516 3.31531  0.3852
69 N -1.98359 2.20648 0.95187  -0.5127
70 N -2.48881 0.90407 0.90796  0.6318
71 N -3.50555 0.67010 -0.00330  -0.5896
72 C -3.36434 -0.64406 -0.23326  -0.1201
73 N -2.38058 -1.21980 0.45150  -0.2925
74 N -1.65977 -0.10956 1.06479  0.0872
75 H -1.33733 2.33744 1.71774  0.2674
76 H -2.76675 2.84593 0.97037  0.3242
77 H -3.94207 -1.23324 -0.94723  0.4853

Summary:
Multiplicity ... 4
Net charge ... +2
HOMO energy (spin up / spin down) ... -0.4524 / -0.4523 hartree
Orbital gap (spin up / spin down) ... 4.29 / 4.40 eV



b.
# C26H41BrN6P2V

C26H41BrN6P2V as an isolated structure (ωB97M-V with the def2-TZVPD basis set, the Open Molecules 2025 dataset).

Last column: Mulliken charge in e.
Positions of all 77 atoms, in Å:
1 C 4.88829 -5.71715 -2.45605  -0.4560
2 C 4.85919 -4.52991 -1.70936  0.6063
3 C 6.08377 -3.95213 -1.31995  -0.3945
4 C 7.27557 -4.58820 -1.68644  -0.3423
5 N 7.27349 -5.71353 -2.39447  -0.5485
6 C 6.13197 -6.27927 -2.77548  -0.3253
7 C 3.61040 -3.92656 -1.32280  0.0929
8 C 2.69306 -3.34083 -0.77128  -0.9837
9 C 1.62161 -2.60555 -0.25887  0.8625
10 C 0.81721 -2.01598 -1.23076  -0.8663
11 C -0.27568 -1.28514 -0.76311  -0.6741
12 C -0.53550 -1.20029 0.65538  0.4976
13 C 0.27577 -1.79463 1.60820  -0.7283
14 C 1.40130 -2.46446 1.13135  -0.4203
15 V -2.09889 -0.66604 -0.31459  -0.8452
16 P -2.13465 1.38321 -1.48524  1.3585
17 H 6.10524 -3.03564 -0.73334  0.3897
18 H 3.96720 -6.20232 -2.77128  0.4025
19 H 8.23884 -4.16247 -1.39138  0.3594
20 H 6.18344 -7.20716 -3.35228  0.3603
21 H 2.13426 -2.90483 1.81252  0.5928
22 H 0.99945 -2.14814 -2.30617  0.5285
23 H 0.04671 -1.78093 2.68092  0.6250
24 H -0.92192 -0.74218 -1.55052  1.1768
25 C -3.38497 2.46667 -0.70119  -0.3314
26 C -3.20553 3.97075 -0.92126  -1.2097
27 H -3.37101 2.22219 0.37632  0.3345
28 H -4.35895 2.12630 -1.09152  0.4429
29 H -4.08910 4.49256 -0.53662  0.4233
30 H -2.33903 4.36732 -0.37686  0.1783
31 H -3.10706 4.23909 -1.98105  0.2777
32 C -0.53182 2.26557 -1.37294  0.6944
33 C 0.52556 1.78088 -2.35716  -1.3609
34 H -0.17707 2.15402 -0.33440  -1.1819
35 H -0.74654 3.33718 -1.50404  0.6873
36 H 1.48451 2.24757 -2.10170  0.4577
37 H 0.66761 0.69211 -2.30664  0.2541
38 H 0.27620 2.05819 -3.39013  0.3296
39 C -2.54899 1.30217 -3.26317  -0.6291
40 C -2.71990 2.64695 -3.96279  -1.4772
41 H -3.47798 0.71232 -3.32241  0.4318
42 H -1.76077 0.70365 -3.74568  0.4576
43 H -2.81417 2.47593 -5.03992  0.4335
44 H -3.63500 3.15356 -3.64114  0.3651
45 H -1.86735 3.32293 -3.81771  0.3334
46 Br -2.67288 0.02251 1.97455  -0.4946
47 P 0.78169 2.34333 3.54482  0.2211
48 C 0.25377 3.16531 1.98533  0.4243
49 C 0.28503 4.69456 2.09402  -1.4978
50 H -0.75422 2.80209 1.72459  -0.1324
51 H 0.95964 2.83543 1.20767  0.3361
52 H 0.30092 5.14735 1.09604  0.3634
53 H -0.59795 5.08146 2.61821  0.3742
54 H 1.17763 5.03832 2.63196  0.4619
55 C -0.75866 1.60802 4.22078  0.3775
56 C -0.74711 1.43877 5.73997  -1.4400
57 H -0.85888 0.63019 3.72877  -0.4382
58 H -1.61185 2.22360 3.89941  0.5623
59 H -1.72219 1.07463 6.07897  0.4045
60 H 0.00584 0.70725 6.04438  0.3431
61 H -0.54554 2.38021 6.26265  0.3739
62 C 1.78251 0.89573 2.97948  0.3082
63 C 3.28676 1.11676 3.18413  -1.4681
64 H 1.55165 0.71700 1.91783  -0.0864
65 H 1.44694 0.01321 3.54785  0.3353
66 H 3.83117 0.19058 2.97601  0.4044
67 H 3.67334 1.88540 2.50215  0.3533
68 H 3.51493 1.41636 4.21341  0.3952
69 N -5.30057 -2.73077 0.56721  -0.5491
70 N -4.39176 -2.86782 -0.47110  0.5520
71 N -4.92245 -3.01646 -1.74762  -0.5620
72 C -4.01944 -2.38695 -2.49115  -0.1658
73 N -3.08053 -1.71200 -1.81895  -0.2128
74 N -3.39142 -1.98492 -0.46699  0.2609
75 H -4.82258 -2.75910 1.45710  0.2458
76 H -6.03385 -3.41619 0.46507  0.3099
77 H -4.07871 -2.41166 -3.56955  0.4606

Summary:
Multiplicity ... 4
Net charge ... +2
HOMO energy (spin up / spin down) ... -0.4753 / -0.4785 hartree
Orbital gap (spin up / spin down) ... 6.26 / 4.20 eV



If we sort the structures by their calculated energies, the order from most to least stable is b, a.



a.
# CH4N3P

A 2-piece molecular cluster, CH4N3P overall (ωB97M-V with the def2-TZVPD basis set, the Open Molecules 2025 dataset).

Last column: Mulliken charge in e.
Positions of all 9 atoms, in Å:
1 C -2.33089 -0.13478 -0.04445  -0.1871
2 N -3.19370 0.17577 0.68048  -0.4718
3 N 0.80531 1.27569 -0.00957  -0.2505
4 N 0.93872 -1.21648 -0.17357  -0.5901
5 P 0.29373 0.13581 -0.99808  0.3807
6 H 1.33578 1.01617 0.83033  0.3005
7 H 0.76171 2.19764 -0.11748  0.1943
8 H 0.36044 -1.46415 0.71754  0.3389
9 H 1.02890 -1.98568 -0.88520  0.2850

Summary:
HOMO energy ... -0.3443 hartree
Orbital gap ... 8.40 eV



b.
# CH4N3P

One molecule with the formula CH4N3P (ωB97M-V with the def2-TZVPD basis set, the Open Molecules 2025 dataset).

Last column: Mulliken charge in e.
Positions of all 9 atoms, in Å:
1 C 0.53338 -0.08846 -0.94440  -0.5339
2 N -0.78002 -0.58254 -0.96138  -0.1984
3 N -1.52352 -0.14745 -0.02032  -0.1896
4 N -0.80940 0.48606 0.92246  -0.0313
5 P 0.87102 0.38518 0.84046  0.0201
6 H 1.27907 -0.75369 -1.26079  0.3177
7 H 0.65875 0.75113 -1.51176  0.3321
8 H -1.25311 0.86356 1.78674  0.2665
9 H 1.02382 -0.91378 1.14899  0.0170

Summary:
HOMO energy ... -0.3390 hartree
Orbital gap ... 9.98 eV



c.
# CH4N3P

One molecule with the formula CH4N3P (ωB97M-V with the def2-TZVPD basis set, the Open Molecules 2025 dataset).

Last column: Mulliken charge in e.
Positions of all 9 atoms, in Å:
1 N 1.95824 0.76724 1.87057  -0.3296
2 C 1.37516 0.37535 0.96267  0.2919
3 P 0.61767 -0.09923 -0.61510  0.2348
4 N -0.74553 -1.35743 0.47486  -0.6962
5 N -0.20221 1.30531 -0.98368  -0.5031
6 H -0.25259 -2.06791 1.00545  0.2407
7 H -1.13903 -1.87306 -0.42137  0.2421
8 H -0.85878 1.85474 -0.48917  0.2783
9 H -0.75291 1.09500 -1.80424  0.2410

Summary:
HOMO energy ... -0.3469 hartree
Orbital gap ... 9.72 eV



If we sort the structures by their calculated energies, the order from most to least stable is c, a, b.